Entry 1:
Density functional theory data (the ωB97M-V functional and the def2-TZVPD basis) for a molecular structure, C23H30AsAuN3O3PSTe.

Output
multiplicity: 1
HOMO-LUMO gap: 0.26708 hartree
lowest unoccupied orbital energy: -0.13 eV

Cartesian coordinates (Å):
Au 0.1039 0.7489 0.3656
Te -1.0839 2.9884 0.0790
As -0.2150 -2.2002 -2.2847
S 4.4468 -0.1324 -1.8671
P 0.4356 3.2452 -1.8155
O 1.9171 3.3034 -1.2115
O 0.2034 4.6794 -2.4727
O 0.4037 2.1878 -2.8476
N 1.1625 -0.8277 1.6619
N 2.1941 0.0056 -0.7284
N 3.1226 -1.3847 2.5317
C -3.9777 -2.5249 -2.0196
C -0.1850 -3.3100 -0.6722
C 0.9782 -1.1675 3.0030
C -1.7768 6.0238 -2.1756
C 1.1747 -1.9487 5.6369
C -4.0731 -2.6042 0.7470
C 2.3333 -1.9297 4.8858
C 2.7964 0.3238 -1.8323
C -1.8654 -1.1435 -1.9654
C -5.0480 -3.2643 0.0082
C 2.3101 4.0892 -0.0778
C 3.0639 3.2005 0.8823
C -0.0681 -1.5848 5.0865
C 2.4464 -0.9595 1.4391
C -2.9886 -1.8670 -1.2915
C 3.0470 -0.6142 0.1467
C -3.0575 -1.9148 0.1020
C 2.2009 -1.5292 3.5606
C -4.9969 -3.2186 -1.3782
C -0.9968 -3.5533 -3.4637
C -0.1847 -1.1933 3.7678
C -0.3287 5.8291 -1.8003
C 4.3154 -0.7848 -0.2957
H 0.0549 -2.6981 0.1980
H 3.2883 -2.2068 5.3125
H -5.8432 -3.8021 0.5085
H 3.3296 3.7563 1.7842
H 0.5996 -4.0567 -0.8033
H 1.2252 -2.2487 6.6755
H -4.1081 -2.6245 1.8294
H 0.2757 6.6732 -2.1302
H 2.9329 4.9068 -0.4435
H 2.4317 2.3569 1.1697
H -3.9518 -2.4856 -3.1029
H 5.1528 -1.2567 0.1946
H -0.2386 -4.2999 -3.6966
H -1.8684 6.2462 -3.2393
H -1.5646 -0.2713 -1.3821
H -2.3013 -1.3934 0.6812
H 1.4375 4.5154 0.4159
H -2.1982 6.8555 -1.6062
H 3.9782 2.8157 0.4248
H 4.1151 -1.5294 2.5884
H -5.7566 -3.7199 -1.9653
H -1.8520 -4.0411 -2.9944
H 2.3013 0.8605 -2.6353
H -0.2080 5.7373 -0.7192
H -0.9490 -1.6128 5.7146
H -1.3152 -3.0819 -4.3933
H -1.1331 -0.9005 3.3345
H -1.1396 -3.8120 -0.5128
H -2.3592 5.1269 -1.9578
H -2.1455 -0.7766 -2.9539



Entry 2:
Density functional theory data (the ωB97M-V functional and the def2-TZVPD basis) for a molecular structure, C23H30AsN6O3PtS2 at a distorted geometry.

Output
multiplicity: 5
expectation value of S²: 6.0215
HOMO-LUMO gap (alpha / beta): 0.27428 / 0.14444 hartree
net charge: +3
lowest unoccupied orbital energy (alpha / beta): -8.89 / -12.30 eV

Cartesian coordinates (Å):
Pt 0.0114 0.3275 -0.2304
As -1.4421 3.1905 -2.8635
S -0.1175 2.5817 -1.2400
S -2.4446 1.9442 2.1046
O -1.9058 -2.9686 1.6183
O -1.1145 1.3978 1.6028
O -0.3526 -2.2507 3.0990
N -1.5282 -1.0655 -1.3606
N 1.4935 0.3939 1.5914
N 3.7546 -0.8887 -3.3564
N -0.4300 -1.3580 1.0258
N 4.6099 1.2395 -3.3524
N 1.7533 -0.1595 -1.6458
C 2.4237 1.3108 1.8294
C 3.6858 0.3762 -2.9312
C -0.7233 2.6969 -4.5905
C -2.9456 -2.9716 -1.0663
C -3.2660 2.5731 -2.6916
C -2.3537 1.8499 3.9293
C -1.4736 5.1125 -2.7747
C 1.1222 -0.4186 2.5798
C 2.6280 0.7431 -2.0519
C 0.0510 -1.4411 2.2807
C -2.2755 4.2461 3.5490
C -3.3764 -2.8579 -2.3808
C 3.0242 1.4415 3.0767
C -2.8554 -1.8464 -3.1739
C 2.8869 -1.7734 -2.9282
C 1.8584 -1.4263 -2.0471
C 2.6318 0.6010 4.1051
C -1.6696 3.1276 4.3899
C 1.6564 -0.3560 3.8565
C -1.9363 -0.9647 -2.6222
C -2.0102 -2.0571 -0.6083
C -2.2304 3.7729 2.0994
C -1.4653 -2.1863 0.7974
H -3.3026 -3.7452 -0.4001
H -1.7240 5.1785 3.6666
H 1.1412 -2.1503 -1.6883
H 1.3084 -1.0472 4.6122
H -1.8442 3.2971 5.4520
H 0.3477 2.8888 -4.6082
H -3.8503 3.1391 -3.4183
H 3.7881 2.1908 3.2315
H -1.2128 3.3338 -5.3283
H 4.6312 2.1967 -3.0501
H -0.4571 5.5019 -2.7789
H -1.9776 5.4327 -1.8644
H 2.7044 1.9575 1.0089
H -1.8322 0.9287 4.1830
H -3.3051 4.4329 3.8567
H -1.2506 3.9162 1.6418
H 2.9899 -2.7871 -3.2974
H -0.9179 1.6536 -4.8276
H -0.5912 3.0661 4.2279
H -3.3557 1.5095 -2.8971
H 3.0758 0.6804 5.0886
H -3.1501 -1.7449 -4.2094
H -3.0074 4.2141 1.4764
H -4.0982 -3.5585 -2.7789
H -1.4989 -0.1668 -3.2095
H 2.5313 1.7621 -1.6933
H -3.3863 1.7925 4.2780
H 5.3577 0.9072 -3.9427
H -2.0125 5.4952 -3.6417
H -3.6297 2.7903 -1.6890



Entry 3:
Density functional theory data (the ωB97M-V functional and the def2-TZVPD basis) for 2 unconnected molecules or ions with the total composition C23H30BBrF7NO10PS at a distorted geometry.

Output
multiplicity: 1
HOMO-LUMO gap: 0.25881 hartree
net charge: +1
lowest unoccupied orbital energy: -4.24 eV

Cartesian coordinates (Å):
Br 0.8251 -0.0492 -4.6846
S -0.0889 -2.5403 -1.4287
P 0.9764 0.1477 1.1133
F -3.1494 -2.9258 -2.4717
F -2.3302 -5.8623 -0.7614
F -4.1512 -4.8207 -2.2862
F -2.2888 -4.7118 -3.3611
F -2.9054 -3.8837 -0.0197
F -0.0474 -5.0520 -1.6664
F -0.3501 -4.4067 0.4000
O -0.4422 -2.5043 -2.8190
O 5.3971 2.9172 -4.7516
O 3.0552 3.9845 -0.8254
O 5.2589 4.5023 0.4784
O -0.4119 -1.8376 3.2090
O -2.4544 -2.0485 2.0194
O 1.2874 -2.4516 -1.0657
O -4.0138 0.5159 3.0744
O 7.6016 3.3576 -3.4332
O -0.0148 1.9461 -3.0587
N -1.7762 0.8401 -0.5922
C -2.2379 -4.5355 -0.9869
C -0.7130 -4.2102 -0.8774
C -1.4360 -0.0891 -1.4098
C -1.0645 -1.2883 -0.5848
C -5.1523 0.1580 2.3221
C -1.6389 1.6508 1.7401
C -1.5110 0.1283 -2.8784
C -0.4862 -0.9294 4.3240
C -0.6674 -0.7342 0.8440
C 2.0312 -2.5557 1.7520
C 4.0750 3.8439 -1.4807
C -1.7432 0.4329 0.8360
C 4.0960 3.4334 -2.8674
C 5.3836 4.1140 -0.7832
C -0.2552 0.8407 -3.4016
C 6.5893 3.5358 -2.7863
C 6.5630 3.9654 -1.4003
C 2.2654 -1.0388 1.7256
C -3.7598 1.9095 3.1041
C 5.2759 3.2878 -3.4900
C -2.9608 -4.2506 -2.3333
C 1.5282 0.5803 -0.5777
C -2.9930 2.3800 1.8817
B -1.1771 -1.5895 2.1070
H -2.2935 0.8599 -3.0808
H -2.0631 1.7545 -0.9259
H -5.1045 0.5128 1.2880
H 6.3561 2.8907 -4.9414
H 1.1117 -2.8631 1.2823
H -2.7487 0.0362 0.9961
H 2.5204 -0.6905 2.7237
H -4.7017 2.4614 3.1831
H -5.1994 -0.9281 2.3002
H 3.1404 -0.8288 1.1110
H 3.1507 3.2560 -3.3615
H 2.6082 0.6839 -0.5909
H -3.1886 2.0995 4.0114
H -2.6194 -2.7352 2.6779
H 7.5066 4.1542 -0.9084
H 0.0125 0.0074 4.0748
H -1.5211 -0.7601 4.6161
H 4.3012 4.5299 0.6632
H 1.9933 -2.9093 2.7785
H -1.3162 1.3523 2.7349
H -6.0645 0.5267 2.7941
H -0.8932 2.3495 1.3663
H 1.1884 -0.1062 -1.3475
H -2.0369 -1.7820 -0.4204
H 0.0576 -1.3883 5.1435
H -3.6104 2.2058 0.9952
H 1.1166 1.5651 -0.8025
H -2.8399 3.4543 1.9562
H 2.8474 -3.0797 1.2617
H -1.6987 -0.7854 -3.4265



Entry 4:
Density functional theory data (the ωB97M-V functional and the def2-TZVPD basis) for a molecular structure, C23H30CrN4OSbSe at a distorted geometry.

Output
multiplicity: 5
expectation value of S²: 6.0430
HOMO-LUMO gap (alpha / beta): 0.24930 / 0.27608 hartree
net charge: +1
lowest unoccupied orbital energy (alpha / beta): -3.63 / -3.76 eV

Cartesian coordinates (Å):
Sb 11.2547 9.4485 12.3178
Se 3.9668 8.5142 6.8039
Cr 11.0210 10.5246 9.4571
O 12.9107 10.7498 9.0924
N 4.6366 10.0467 7.5329
N 9.9338 8.9729 8.3371
N 9.0616 11.2269 9.1997
N 5.5668 7.7033 6.7667
C 7.8506 8.2766 7.5463
C 9.6442 6.7396 7.5585
C 6.4602 8.6336 7.2110
C 8.6497 9.2375 8.1742
C 10.3943 7.9043 14.7189
C 8.6646 12.4295 9.6534
C 6.7818 10.8484 8.3910
C 10.1949 9.2954 14.1383
C 5.8992 9.8711 7.6712
C 8.1139 10.5030 8.5549
C 12.4228 11.8938 9.0921
C 10.4371 7.7525 8.0736
C 13.3156 13.0118 8.8232
C 7.3800 12.8842 9.5163
C 12.3462 7.1164 10.6539
C 8.7324 9.5600 13.9272
C 11.3504 7.2277 11.7883
C 13.2490 9.8458 13.0869
C 9.8974 6.8964 11.3864
C 13.6934 9.1689 14.4368
C 8.3204 7.0214 7.2017
C 6.4385 12.1031 8.8363
C 13.3814 11.4101 13.1708
H 10.1460 7.9459 15.7612
H 10.1055 5.8601 7.2889
H 10.6795 9.9790 14.8265
H 9.7266 7.1954 14.1865
H 5.4682 12.4991 8.8089
H 14.5495 9.6909 14.8034
H 11.4403 7.4987 8.3186
H 12.5811 11.8477 13.7767
H 11.5540 6.6585 12.6695
H 14.3188 12.7965 9.1856
H 9.3891 12.9801 10.2468
H 13.3215 13.1767 7.7556
H 7.5995 6.3385 6.7624
H 14.3555 11.7532 13.5139
H 13.9662 9.5075 12.2979
H 7.0350 13.7793 10.0376
H 12.9161 9.2867 15.1863
H 9.5218 7.1280 10.3680
H 12.2004 6.2122 10.0962
H 13.3825 11.9070 12.1679
H 12.3134 8.0466 10.1029
H 9.6250 5.8333 11.5196
H 12.8498 13.9032 9.2876
H 13.3604 7.0622 11.0344
H 13.8557 8.0719 14.3244
H 9.1397 7.4524 11.9664
H 11.4290 7.4978 14.7356
H 8.2214 9.2835 14.8440
H 8.6508 10.6693 13.7478
H 8.3581 8.9780 13.0476



multiplicity of number 3 (C23H30BBrF7NO10PS)? 1



What is the formula in the third record? C23H30BBrF7NO10PS